The following is a DFT calculation (wB97M-V/def2-TZVPD) of an isolated ion of composition C6H8N and charge +1.

```
15
C6H8N, DFT wB97M-V/def2-TZVPD
C 1.93 1.79 0.17
C -1.71 0.31 -0.28
C -2.43 0.90 0.58
C -0.61 -0.26 -1.04
C 0.77 -0.32 -0.30
C 1.16 -1.52 0.48
N 1.36 0.80 -0.13
H 2.65 2.48 -0.19
H -3.50 0.74 0.60
H -2.09 1.60 1.34
H -0.88 -1.29 -1.30
H -0.49 0.29 -1.98
H 0.53 -2.37 0.24
H 1.11 -1.33 1.56
H 2.19 -1.80 0.26
```

Properties
E (Ha): -287.71583
Energy relative to the best compared isomer or geometry (same formula, charge and spin) (kcal/mol): 150.9
Frontier orbital gap (spin up / spin down) (eV): 5.4 / 8.3
Net charge: +1
E_HOMO (spin up / spin down) (eV): -12.0379 / -13.2626

***

The following is a DFT calculation (wB97M-V/def2-TZVPD) of C11H17AlBBeClF8N2O4 as an isolated structure.

```
46
C11H17AlBBeClF8N2O4, DFT wB97M-V/def2-TZVPD
N 0.40 -3.83 0.94
C 0.73 -4.09 -0.30
C -0.10 -3.66 -1.56
B -1.54 -4.38 -1.74
C -2.57 -4.76 -0.57
C -3.12 -3.53 0.27
C -3.06 -2.13 -0.46
N -3.94 -2.06 -1.68
H -0.50 -3.33 0.86
H 1.73 -4.61 -0.42
H 0.52 -3.96 -2.46
H -0.24 -2.54 -1.64
H -1.87 -4.63 -2.86
H -2.02 -5.45 0.15
H -3.43 -5.36 -0.96
H -4.21 -3.74 0.47
H -2.63 -3.43 1.28
H -2.02 -1.74 -0.66
H -3.52 -1.38 0.26
H -4.40 -1.15 -1.63
H -3.32 -2.05 -2.49
Al 1.07 -1.33 -0.76
C 4.75 3.20 1.72
C 4.34 4.63 2.17
C 2.91 4.82 2.70
F 1.95 4.47 1.81
F 2.70 6.12 2.99
F 4.62 5.49 1.17
F 5.17 4.96 3.20
O 4.68 2.87 0.32
C 3.47 2.48 -0.26
C 2.92 3.50 -1.26
F 2.82 4.73 -0.74
F 1.67 3.14 -1.67
F 2.59 2.15 0.71
F 3.72 1.32 -0.93
H 5.82 3.13 1.94
H 4.29 2.43 2.34
H 2.75 4.24 3.61
H 3.56 3.57 -2.14
C -4.94 1.48 0.57
O -5.11 0.64 -0.40
O -4.57 1.16 1.72
O -5.12 2.71 0.50
Cl -0.21 -0.81 -3.12
Be -6.73 0.67 -0.98
```

Properties
E (Ha): -2379.96173
Frontier orbital gap (eV): 2.1
Net charge: +2
E_HOMO (eV): -14.8902

***

The following is a DFT calculation (wB97M-V/def2-TZVPD) of a 2-piece molecular cluster, C14H16 overall.

```
30
C14H16, DFT wB97M-V/def2-TZVPD
C -4.94 -1.93 0.95
C -3.68 -1.23 0.56
C -3.54 -0.61 -0.68
C -2.53 0.31 -0.91
C -1.66 0.70 0.10
C -1.72 0.02 1.31
C -2.70 -0.93 1.51
H -4.78 -2.97 1.24
H -5.69 -1.90 0.16
H -5.41 -1.43 1.80
H -4.23 -0.82 -1.48
H -2.49 0.86 -1.84
H -1.01 1.55 -0.04
H -1.01 0.24 2.10
H -2.70 -1.49 2.45
C 4.78 1.72 0.78
C 3.66 1.06 0.03
C 3.70 0.92 -1.35
C 2.74 0.19 -2.04
C 1.69 -0.38 -1.34
C 1.61 -0.24 0.03
C 2.57 0.51 0.71
H 4.96 2.77 0.61
H 5.73 1.19 0.67
H 4.58 1.66 1.86
H 4.53 1.32 -1.93
H 2.88 0.03 -3.11
H 0.91 -0.88 -1.91
H 0.75 -0.62 0.56
H 2.60 0.35 1.78
```

Properties
E (Ha): -543.05658
Energy relative to the best compared isomer or geometry (same formula, charge and spin) (kcal/mol): 10.2
Frontier orbital gap (eV): 9.8
Net charge: 0
E_HOMO (eV): -8.8665

***

The following is a DFT calculation (wB97M-V/def2-TZVPD) of a 2-piece molecular cluster, C3H7NS overall.

```
12
C3H7NS, DFT wB97M-V/def2-TZVPD
C 0.93 0.03 -0.67
C 3.37 0.30 -0.06
C -2.11 -0.95 -0.20
N 2.07 -0.08 -0.33
S -1.81 0.88 0.02
H -0.55 0.42 0.41
H 4.00 -0.53 0.24
H 3.34 0.92 0.81
H 3.77 0.85 -0.84
H -2.42 -1.35 0.72
H -1.14 -1.24 -0.46
H -2.86 -1.23 -0.95
```

Properties
E (Ha): -571.35250
Energy relative to the best compared isomer or geometry (same formula, charge and spin) (kcal/mol): 54.2
Frontier orbital gap (eV): 8.9
Net charge: 0
E_HOMO (eV): -8.2920

***

The following is a DFT calculation (wB97M-V/def2-TZVPD) of a 2-piece molecular cluster, C4H9NO3 overall.

```
17
C4H9NO3, DFT wB97M-V/def2-TZVPD
C 1.67 1.56 1.58
C 1.16 1.57 0.12
C -0.05 0.73 -0.22
O -1.11 1.26 -0.48
N 0.04 -0.65 -0.34
C 1.01 -1.46 0.22
O 0.97 -2.65 0.13
H 1.05 2.24 2.13
H 1.67 0.60 2.07
H 2.67 1.98 1.57
H 0.85 2.58 -0.10
H 1.90 1.24 -0.61
H -0.80 -1.12 -0.66
H 1.81 -0.93 0.73
O -3.14 -0.58 -1.00
H -4.00 -0.18 -1.14
H -2.58 0.17 -0.72
```

Properties
E (Ha): -438.31238
Energy relative to the best compared isomer or geometry (same formula, charge and spin) (kcal/mol): 10.5
Frontier orbital gap (eV): 11.1
Net charge: 0
E_HOMO (eV): -10.5455

***

The following is a DFT calculation (wB97M-V/def2-TZVPD) of C23H41IrN2OP3 as an isolated structure.

```
71
C23H41IrN2OP3, DFT wB97M-V/def2-TZVPD
Ir 0.14 0.00 -0.69
P 0.33 -2.18 -1.23
P 2.44 -0.06 -0.02
P -2.16 0.43 -1.02
H 1.61 2.26 -1.64
C 0.57 2.13 -1.34
C 0.25 2.11 0.06
H 1.03 2.28 0.80
C 1.01 -1.86 -2.91
C 1.42 -3.49 -0.54
C -1.18 -3.12 -1.59
C 3.26 1.45 0.68
C 2.99 -1.30 1.25
C 3.62 -0.36 -1.39
C -2.86 2.04 -0.46
C -3.54 -0.75 -0.69
C -2.31 0.65 -2.82
H -0.15 2.57 -2.02
H -0.72 2.47 0.39
H 0.86 -2.73 -3.56
H 2.07 -1.57 -2.91
H 0.45 -0.99 -3.25
H 1.32 -4.45 -1.07
H 1.16 -3.70 0.50
H 2.48 -3.22 -0.57
H -0.98 -4.09 -2.05
H -1.83 -2.56 -2.28
H -1.74 -3.30 -0.67
H 4.35 1.33 0.65
H 2.98 1.60 1.73
H 3.00 2.35 0.11
H 3.99 -1.70 1.02
H 2.29 -2.13 1.34
H 3.03 -0.79 2.23
H 4.63 -0.05 -1.10
H 3.32 0.23 -2.26
H 3.64 -1.43 -1.65
H -3.87 2.17 -0.87
H -2.24 2.87 -0.81
H -2.91 2.06 0.63
H -4.22 -0.77 -1.55
H -4.10 -0.42 0.20
H -3.18 -1.77 -0.51
H -3.20 1.24 -3.05
H -2.37 -0.34 -3.29
H -1.42 1.16 -3.19
C -0.75 0.73 -6.01
C -0.08 0.35 -7.19
C -0.06 1.26 -8.26
C -0.80 2.47 -8.19
C -1.61 2.71 -7.06
C -1.62 1.83 -5.98
O -0.44 0.12 -4.81
H 0.10 -0.69 -4.95
H 0.47 -0.59 -7.23
H 0.53 1.04 -9.13
H -0.77 3.18 -9.01
H -2.22 3.62 -7.03
H -2.24 2.00 -5.10
N 2.11 0.37 5.74
C 1.24 0.23 4.97
C 0.17 0.02 4.02
C -1.12 -0.33 4.43
C -2.04 -0.65 3.46
C -1.65 -0.60 2.11
N -0.45 -0.16 1.71
C 0.42 0.21 2.66
H -1.35 -0.36 5.49
H -3.07 -0.94 3.67
H -2.35 -0.93 1.33
H 1.36 0.65 2.32
```

Properties
E (Ha): -2212.39182
Energy relative to the best compared isomer or geometry (same formula, charge and spin) (kcal/mol): 19.2
Frontier orbital gap (spin up / spin down) (eV): 4.2 / 4.0
2S+1: 6
Net charge: +4
E_HOMO (spin up / spin down) (eV): -16.6725 / -20.5007

***

> E of number 1 (C6H8N)?

-287.71583 Ha

***

> The highest net charge belongs to which entry?

C23H41IrN2OP3

***

> The highest E belongs to which entry?

C6H8N

***

> Which of these has the lowest E?

C11H17AlBBeClF8N2O4